The following is a DFT calculation (the ωB97M-V functional and the def2-TZVPD basis) of a molecular structure, C18H51Li3N12O17 in a non-equilibrium geometry.

For the electronic energy, the calculation gives -72804.04717 eV. For the frontier orbital gap, the calculation gives 7.39 eV.

Structure (XYZ):
```
101
Properties=species:S:1:pos:R:3:forces:R:3
Li -5.248200 -9.889510 12.435180 0.06 0.98 0.18
Li -0.037640 -7.992490 18.237180 -0.24 0.78 -0.65
Li -0.733160 -5.387950 17.848330 1.20 -0.03 0.72
C -1.321620 -6.791130 14.316850 1.08 -0.57 4.29
C -2.515750 -6.992300 13.714350 -0.03 0.44 -4.64
C -3.605610 -7.817970 14.414070 -3.85 -1.78 -1.42
O -4.746350 -8.172240 13.826350 2.57 1.02 -0.17
C -3.455660 -8.392600 15.661980 2.01 1.33 0.47
C -2.245080 -8.132050 16.358840 -0.42 -0.58 -1.35
C -1.171170 -7.176210 15.692650 -1.02 0.02 -1.56
O -0.222780 -6.812030 16.398620 0.21 -0.19 0.84
O -1.934980 -8.733560 17.403890 1.12 0.91 0.19
O -2.567500 -6.611080 12.470700 -1.61 -0.82 2.46
H -0.491100 -6.233890 13.909260 -0.24 0.09 -0.34
H -4.254850 -9.015620 16.035530 0.35 0.29 0.21
O 0.304720 -6.335110 19.150190 -0.56 -1.56 -0.37
H 0.539070 -7.053370 19.769630 -0.06 1.30 0.30
O -3.568710 -7.286310 9.651120 0.07 0.02 -0.62
H -4.126930 -7.976330 10.009590 -0.13 -0.05 0.21
H -3.157430 -6.887700 10.418050 0.18 0.12 0.46
O 0.202320 -3.655700 17.157480 -0.64 -0.78 0.54
H -0.083740 -2.897290 16.648340 -0.49 0.57 -0.27
H 0.758460 -4.151980 16.556930 0.87 0.02 -0.08
O 1.967060 -5.043990 15.442310 0.01 0.28 -0.02
H 1.116810 -5.411880 15.201530 -0.23 -0.53 -0.05
H 2.582670 -5.437700 14.824050 0.27 0.02 -0.12
O -5.781910 -8.549030 11.132260 0.52 -2.38 -0.16
H -5.872060 -7.692970 11.550920 -0.23 1.50 0.49
H -6.349970 -8.501150 10.363340 -0.19 -0.01 -0.17
C -6.484300 -5.144750 12.023230 0.80 -0.68 -0.50
O -6.679380 -6.256550 11.557510 0.12 -1.14 0.57
N -5.595660 -4.702360 12.884150 2.12 -0.42 1.87
N -7.195550 -4.130440 11.627620 -3.39 2.40 -2.16
H -4.798970 -5.259350 13.158300 -0.03 0.19 -0.05
H -5.683610 -3.712900 13.066700 0.70 -0.49 0.52
H -6.797260 -3.204300 11.566590 -0.36 -0.25 -0.11
H -7.889110 -4.412030 10.949560 0.00 0.60 -0.08
C 0.620230 -5.209850 10.730510 3.23 2.65 -4.74
O 1.336670 -4.699850 9.836660 -0.58 -0.17 0.93
N -0.573270 -4.840130 10.982050 -4.12 2.69 -0.11
N 1.009350 -6.152460 11.473550 2.71 -4.90 3.53
H -1.108170 -5.269670 11.723320 -0.55 0.49 -0.20
H -0.696850 -3.934820 10.551640 -1.16 -0.13 0.33
H 0.312740 -6.608990 12.044880 0.67 -0.44 -0.01
H 1.945560 -6.500280 11.323080 -0.41 -0.33 0.17
C -8.244180 -8.704340 15.393190 0.49 -0.13 -1.24
O -9.304550 -9.050740 15.833540 -1.13 -0.47 1.23
N -8.098420 -8.188370 14.177420 -1.31 1.11 -2.45
N -7.025400 -8.841280 15.902320 1.16 -0.84 2.76
H -7.190370 -7.987650 13.783390 -0.53 0.23 -0.27
H -8.983270 -8.110900 13.696650 0.56 0.37 -0.50
H -6.999280 -9.479350 16.684800 0.64 0.39 -0.08
H -6.231780 -8.534040 15.358380 0.17 -0.38 0.38
C -4.654040 -8.646700 19.611720 1.60 0.63 0.99
O -5.469750 -8.737060 20.475030 -1.83 -1.00 1.71
N -3.401340 -9.155340 19.625510 0.67 -1.40 0.68
N -4.766160 -7.790070 18.607830 -0.58 1.39 -2.50
H -3.143510 -9.809980 20.350130 -0.15 0.13 -0.27
H -2.855970 -9.048060 18.782210 0.12 -0.38 0.50
H -5.656190 -7.334300 18.465630 0.27 -0.16 -0.23
H -4.072200 -7.886210 17.880320 -0.71 0.61 -0.10
C -5.110790 -12.511650 15.897410 -0.33 -2.71 -2.48
O -4.566490 -12.867410 14.851210 0.05 -0.65 -0.10
N -5.922660 -13.255120 16.647000 -0.08 -2.69 -0.25
N -5.052560 -11.321260 16.302340 0.68 6.09 1.99
H -6.490070 -12.950110 17.424890 0.31 -0.35 -0.30
H -5.784590 -14.205010 16.332760 -0.92 -0.33 0.85
H -4.581690 -10.643410 15.720200 -0.11 -0.24 0.50
H -5.444800 -11.111190 17.209050 0.40 0.61 -0.27
C -0.411430 -11.877700 16.654480 -1.31 -0.38 0.16
O 0.174970 -12.909310 16.705500 2.46 -2.79 -0.26
N -0.757250 -11.286180 17.790070 -0.03 1.23 2.44
N -0.917140 -11.395350 15.541660 -0.82 1.60 -2.31
H -1.293000 -10.435310 17.885370 0.09 -0.48 -0.02
H -0.431500 -11.862970 18.552510 -0.37 0.57 0.31
H -1.591980 -10.644240 15.564620 0.24 -0.21 -0.27
H -0.616900 -11.819850 14.675780 -0.09 0.15 0.20
C -3.190870 -0.795930 14.620120 -1.36 -0.01 0.81
C -2.418280 -2.092740 14.935420 0.48 1.93 -1.56
C -2.048410 -2.830990 13.620840 -0.31 -0.23 0.84
O -1.282090 -1.665200 15.668160 0.98 -0.84 0.75
H -3.132730 -0.038430 15.401730 0.63 -0.20 0.41
H -4.266320 -0.961820 14.683200 -0.23 -0.22 -0.77
H -2.922630 -0.260770 13.709220 0.05 -0.53 -0.23
H -2.960390 -2.784430 15.580240 -0.03 0.23 0.11
H -1.090820 -3.332760 13.760000 -0.11 -0.24 -0.04
H -1.986850 -2.236030 12.709610 0.01 0.35 0.28
H -2.848130 -3.557600 13.477360 0.20 -0.33 -0.33
H -0.932640 -0.826240 15.358910 -0.20 0.02 -0.25
C -0.169110 -9.806700 12.587460 -0.30 -0.82 -0.62
C -0.319800 -11.348000 12.302730 -1.17 1.49 -1.51
C -0.471050 -11.882420 10.840010 -0.61 1.32 -0.21
O 0.712050 -11.983500 12.910040 1.79 -1.29 0.81
H 0.488950 -9.246540 11.923170 -0.08 -0.34 -0.49
H 0.272780 -9.632030 13.568440 -0.31 -0.41 0.23
H -1.168220 -9.372830 12.546810 0.07 0.30 0.01
H -1.244160 -11.671450 12.781310 -0.57 0.18 0.18
H -1.391040 -11.481780 10.414330 -0.18 0.14 -0.01
H -0.602600 -12.961340 10.757880 0.15 -0.17 0.56
H 0.294130 -11.603270 10.115680 0.39 0.16 0.40
H 0.652420 -12.861380 12.526130 0.68 -0.48 0.47
```
Positions in Å, forces in eV/Å.